DFT (ωB97M-V/def2-TZVPD) results for 2 unconnected molecules or ions with the total composition C11H21N2O4 at a distorted geometry.

Bonds (Å) are listed after each position.
Atoms and positions in Å:
1 O -2.75534 -1.71140 4.38666  C2 1.423, H9 0.995
2 C -1.45629 -2.15561 4.01234  O1 1.423, C3 1.576, C8 1.558
3 C -0.97535 -1.86198 2.54080  C2 1.576, C4 1.567, H10 1.151
4 C 0.46598 -2.36559 2.18984  C3 1.567, C5 1.550, H11 1.148
5 C 1.29895 -3.06505 3.29389  C4 1.550, O6 1.424, N7 1.457
6 O 2.62332 -3.49172 2.99263  C5 1.424, H12 0.997
7 N 0.78170 -3.30676 4.63412  C5 1.457, C8 1.464, H13 1.036
8 C -0.55063 -2.87236 5.05832  C2 1.558, N7 1.464, H14 1.152
9 H -2.61325 -0.79657 4.75196  O1 0.995
10 H -1.63284 -1.32704 1.76270  C3 1.151
11 H 0.82635 -2.16342 1.11851  C4 1.148
12 H 3.18076 -2.69930 3.22617  O6 0.997
13 H 1.35766 -3.80167 5.33939  N7 1.036
14 H -0.87070 -3.07704 6.14588  C8 1.152
15 C 0.82601 4.18515 -2.20700  O16 1.420, H24 1.092, H25 1.093, H26 1.094
16 O -0.43782 3.56211 -2.38633  C15 1.420, C17 1.429
17 C -0.57103 2.92821 -3.66011  O16 1.429, C18 1.529, H27 1.095, H28 1.095
18 C -0.66531 1.41152 -3.48892  C17 1.529, N19 1.464, H29 1.095, H30 1.095
19 N 0.61871 0.85164 -3.06387  C18 1.464, C20 1.464, H31 1.015
20 C 0.53844 -0.55284 -2.65922  N19 1.464, C21 1.537, H32 1.095, H33 1.095
21 C -0.28761 -0.87310 -1.40350  C20 1.537, O22 1.428, H34 1.096, H35 1.095
22 O 0.26611 -0.34399 -0.19855  C21 1.428, C23 1.422
23 C -0.13631 0.98618 0.10295  O22 1.422, H36 1.094, H37 1.091, H38 1.092
24 H 0.80124 4.73663 -1.26501  C15 1.092
25 H 1.62447 3.44030 -2.15039  C15 1.093
26 H 1.03071 4.89177 -3.01724  C15 1.094
27 H 0.23519 3.20354 -4.34756  C17 1.095
28 H -1.51069 3.28653 -4.09250  C17 1.095
29 H -0.95935 0.95840 -4.44097  C18 1.095
30 H -1.44840 1.20585 -2.75119  C18 1.095
31 H 0.97278 1.39011 -2.28000  N19 1.015
32 H 1.56695 -0.88302 -2.47699  C20 1.095
33 H 0.16348 -1.14706 -3.49902  C20 1.095
34 H -0.27621 -1.96258 -1.28123  C21 1.096
35 H -1.34125 -0.59536 -1.50931  C21 1.095
36 H -1.14611 1.20842 -0.25409  C23 1.094
37 H 0.57703 1.70031 -0.31144  C23 1.091
38 H -0.12135 1.10677 1.18829  C23 1.092

Calculated values
Total charge: +1
Energy relative to the best compared isomer or geometry (same formula, charge and spin) (kcal/mol): 94.12
Maximum force (eV Å⁻¹): 5.0
E_HOMO (eV): -10.948